# 1
C47H42BrClCoN3O6S2Te | ωB97M-V/def2-TZVPD

ORCA input file:
```
! wB97M-V def2-TZVPD RIJCOSX def2/J DEFGRID3
* xyz -2 1
Co 0.71 1.76 -0.06
Br -0.02 0.47 -3.57
C -1.44 1.04 -2.45
C -2.71 1.08 -2.98
C -3.76 1.38 -2.12
C -3.49 1.61 -0.79
C -2.17 1.56 -0.37
N -1.15 1.30 -1.19
C -1.83 1.69 1.11
O -2.73 1.66 1.94
O -0.58 1.73 1.32
H -2.87 0.86 -4.03
H -4.78 1.39 -2.49
H -4.25 1.80 -0.05
S 2.64 1.65 1.34
C 3.16 1.22 -0.34
N 2.24 1.89 -1.17
C 2.79 2.58 -2.19
C 2.11 3.30 -3.19
C 2.82 3.92 -4.21
C 4.20 3.87 -4.26
C 4.90 3.20 -3.25
C 4.21 2.58 -2.24
S 4.87 1.71 -0.86
H 1.03 3.35 -3.14
H 2.27 4.45 -4.98
H 4.74 4.35 -5.07
H 5.99 3.19 -3.25
C 4.28 6.72 -0.40
C 3.47 6.46 0.84
C 4.04 6.51 2.11
C 3.27 6.24 3.23
Cl 4.01 6.35 4.82
C 1.94 5.90 3.11
C 1.36 5.86 1.85
C 2.11 6.16 0.72
O 1.62 6.21 -0.54
C 0.23 6.02 -0.72
C -0.32 4.61 -0.46
O -1.55 4.52 -0.52
O 0.56 3.73 -0.21
H 5.32 6.94 -0.15
H 3.86 7.56 -0.96
H 4.25 5.85 -1.06
H 5.09 6.74 2.22
H 1.36 5.65 3.99
H 0.33 5.56 1.76
H 0.04 6.26 -1.76
H -0.33 6.72 -0.10
C -7.35 -4.35 0.44
C -5.95 -3.80 0.38
C -5.34 -3.24 1.50
C -4.05 -2.72 1.45
C -3.47 -2.12 2.71
C -3.33 -2.74 0.25
Te -1.44 -1.59 0.08
N 0.81 -0.13 -0.17
C 1.86 -0.73 -0.49
O 3.13 -0.22 -0.54
C 1.93 -2.15 -0.98
C 1.42 -2.44 -2.24
C 1.57 -3.71 -2.78
C 2.23 -4.70 -2.05
C 2.72 -4.42 -0.78
C 2.58 -3.14 -0.25
C -0.40 -2.93 1.38
C 0.14 -2.44 2.59
C 0.03 -1.00 3.01
C 0.78 -3.34 3.44
C 0.90 -4.69 3.15
C 1.57 -5.64 4.11
C 0.38 -5.14 1.95
C -0.26 -4.29 1.06
C -0.77 -4.85 -0.24
C -3.94 -3.30 -0.89
C -3.26 -3.38 -2.24
C -5.23 -3.82 -0.80
H -7.87 -4.01 1.34
H -7.34 -5.45 0.46
H -7.93 -4.04 -0.42
H -5.89 -3.21 2.44
H -4.13 -2.28 3.56
H -3.30 -1.05 2.59
H -2.50 -2.57 2.94
H 0.91 -1.67 -2.80
H 1.18 -3.93 -3.76
H 2.35 -5.69 -2.48
H 3.22 -5.19 -0.21
H 2.96 -2.92 0.74
H -1.01 -0.72 3.19
H 0.41 -0.32 2.25
H 0.60 -0.83 3.92
H 1.20 -2.96 4.37
H 1.90 -5.12 5.01
H 2.43 -6.12 3.65
H 0.87 -6.43 4.42
H 0.48 -6.19 1.69
H -0.36 -5.85 -0.42
H -0.47 -4.21 -1.07
H -1.86 -4.91 -0.25
H -2.23 -3.02 -2.20
H -3.79 -2.77 -2.98
H -3.25 -4.41 -2.60
H -5.68 -4.26 -1.69
*
```

# 2
HO6PS2 | ωB97M-V/def2-TZVPD

ORCA input file:
```
! wB97M-V def2-TZVPD RIJCOSX def2/J DEFGRID3
* xyz -2 1
O -1.50 1.23 -1.24
O 0.93 -1.20 0.98
O -1.95 0.92 1.25
O -1.24 -2.10 0.26
O 0.36 -1.30 -1.41
O 0.85 1.57 0.69
P -1.05 0.75 0.04
S 1.91 1.29 -0.51
S -0.15 -1.15 -0.01
H 1.85 0.00 -0.06
*
```

Values from the calculation:
SMILES ... O=[P@]([O-])(OS)S(=O)(=O)[O-]

# 3
C24H82O17 | ωB97M-V/def2-TZVPD

ORCA input file:
```
! wB97M-V def2-TZVPD RIJCOSX def2/J DEFGRID3
* xyz 0 1
O 14.48 9.74 14.76
H 15.42 9.59 14.73
H 14.17 9.22 15.50
O 9.92 11.44 10.95
H 10.13 10.55 11.31
H 10.47 12.07 11.39
O 9.63 14.27 13.29
H 10.51 13.92 12.97
H 8.84 13.74 12.95
O 10.13 12.24 15.31
H 9.34 11.69 15.42
H 9.92 12.93 14.61
O 7.32 12.02 14.93
H 7.24 11.68 14.03
H 7.17 12.96 14.92
O 15.27 11.56 8.87
H 15.03 11.66 7.92
H 14.71 10.85 9.18
O 12.13 10.82 13.86
H 13.07 10.81 14.05
H 11.54 11.15 14.52
O 7.77 12.15 12.19
H 7.16 12.70 11.74
H 8.44 11.79 11.59
O 11.91 13.04 12.31
H 12.09 12.20 12.83
H 12.72 13.28 11.89
C 11.66 15.57 9.83
C 12.15 16.88 9.25
C 10.98 17.79 8.99
O 13.17 17.45 10.07
H 10.96 14.97 9.15
H 11.18 15.90 10.74
H 12.54 14.94 10.12
H 12.62 16.75 8.30
H 11.24 18.77 8.54
H 10.48 17.98 9.93
H 10.41 17.27 8.24
H 12.93 17.29 11.00
C 8.12 8.95 14.20
C 8.38 7.52 13.86
C 7.72 7.18 12.51
O 9.81 7.26 13.81
H 8.35 9.03 15.27
H 7.08 9.25 14.09
H 8.80 9.59 13.68
H 7.93 6.88 14.69
H 8.03 6.27 11.97
H 7.97 8.02 11.82
H 6.64 7.23 12.64
H 10.13 7.79 13.10
C 7.97 14.47 9.83
C 6.45 14.76 10.07
C 5.60 14.18 8.98
O 6.14 14.21 11.42
H 8.08 13.40 9.63
H 8.52 14.75 10.73
H 8.35 15.07 8.99
H 6.30 15.86 10.22
H 5.66 13.06 9.09
H 5.98 14.39 8.03
H 4.58 14.48 9.09
H 5.24 14.49 11.53
C 9.48 19.31 12.91
C 8.93 17.90 13.09
C 7.77 17.59 12.19
O 10.01 16.94 12.86
H 10.48 19.26 13.34
H 8.86 20.02 13.47
H 9.62 19.57 11.88
H 8.61 17.77 14.14
H 7.05 18.38 12.36
H 7.36 16.66 12.43
H 8.09 17.68 11.14
H 9.77 16.02 13.06
C 12.99 7.68 12.36
C 12.11 8.48 11.37
C 11.48 7.65 10.30
O 11.05 9.06 12.11
H 13.52 8.24 13.15
H 13.70 7.03 11.86
H 12.29 7.02 12.88
H 12.61 9.33 10.92
H 10.80 8.25 9.71
H 10.87 6.94 10.89
H 12.25 7.12 9.74
H 11.48 9.58 12.86
C 11.57 12.93 6.96
C 11.92 11.54 7.53
C 10.69 10.71 7.52
O 13.04 10.91 6.81
H 10.69 13.37 7.37
H 11.39 12.79 5.87
H 12.42 13.55 7.15
H 12.38 11.67 8.52
H 9.94 11.19 8.21
H 10.90 9.68 7.81
H 10.14 10.65 6.58
H 12.75 10.90 5.89
C 10.50 16.35 16.96
C 11.73 16.81 16.20
C 12.32 15.65 15.42
O 11.31 17.85 15.26
H 9.88 15.92 16.16
H 10.03 17.23 17.39
H 10.76 15.57 17.67
H 12.39 17.28 16.93
H 13.10 15.99 14.74
H 11.61 15.13 14.82
H 12.73 14.95 16.21
H 10.96 17.38 14.49
C 15.99 14.99 10.41
C 15.57 14.20 11.61
C 15.16 15.02 12.77
O 14.55 13.34 11.14
H 16.87 15.59 10.58
H 15.18 15.67 10.14
H 16.27 14.35 9.63
H 16.38 13.56 11.96
H 14.93 14.39 13.65
H 14.29 15.63 12.59
H 15.89 15.73 13.15
H 14.69 13.02 10.24
*
```

# 4
C3H4Cl3NO3 | ωB97M-V/def2-TZVPD

ORCA input file:
```
! wB97M-V def2-TZVPD RIJCOSX def2/J DEFGRID3
* xyz 0 1
C 0.78 -1.35 0.05
C -0.06 -0.18 -0.13
C -0.31 0.73 1.15
N 0.13 0.52 -1.44
O 0.87 0.01 -2.22
O -0.48 1.56 -1.63
O -1.18 1.70 0.97
Cl -2.01 -0.95 -0.82
Cl -0.74 -0.25 2.55
Cl 1.44 1.41 1.12
H 1.25 -1.35 1.06
H 1.46 -1.69 -0.87
H 0.00 -2.12 0.20
H -1.17 1.97 0.02
*
```

Values from the calculation:
SMILES ... C[C@](Cl)([N+](=O)[O-])C(O)(Cl)Cl

# 5
C14H16N2O | ωB97M-V/def2-TZVPD

ORCA input file:
```
! wB97M-V def2-TZVPD RIJCOSX def2/J DEFGRID3
* xyz 0 1
N -1.66 3.72 -3.08
O 0.86 -4.64 1.69
C -1.42 4.28 -1.96
C -0.90 3.42 -1.00
C -0.96 2.21 -1.57
C -0.62 0.91 -1.06
C -0.23 0.68 0.25
C -0.08 -1.14 1.92
C 1.07 -1.36 -0.14
C 0.80 -3.27 1.32
C 0.39 -0.63 0.71
C 0.04 -2.46 2.18
C 1.34 -2.72 0.22
N -1.31 2.43 -2.87
C -1.41 5.79 -1.87
C -0.37 -2.79 3.64
C 2.36 -3.61 -0.54
H 1.38 -5.21 1.13
H -0.63 3.65 0.03
H -0.84 0.05 -1.75
H -0.24 1.51 0.87
H -0.54 -0.60 2.73
H 1.50 -0.77 -0.89
H -0.94 1.79 -3.59
H -2.28 6.17 -1.36
H -1.51 6.24 -2.88
H -0.52 6.23 -1.53
H 0.06 -3.81 3.98
H 0.20 -2.15 4.24
H -1.39 -2.65 3.91
H 2.50 -3.14 -1.54
H 3.33 -3.59 -0.16
H 2.04 -4.54 -1.02
*
```

Values from the calculation:
SMILES ... Cc1cc(/C=C/c2cc(C)c(O)c(C)c2)[nH]n1

# 6
C8H18O5Ti | ωB97M-V/def2-TZVPD

ORCA input file:
```
! wB97M-V def2-TZVPD RIJCOSX def2/J DEFGRID3
* xyz 2 1
Ti 0.00 -0.42 -0.41
C 0.51 1.74 -2.30
C 1.29 2.08 -1.01
O 1.45 0.90 -0.23
C 2.70 0.20 -0.33
C 2.60 -0.87 0.75
O 1.33 -1.52 0.57
C 0.79 -2.09 1.77
C -0.57 -2.65 1.37
O -1.23 -1.65 0.58
C -1.43 -1.93 -0.76
C 0.27 -0.67 -2.45
O -0.29 0.58 -2.09
H 1.18 1.58 -3.16
H -0.18 2.56 -2.55
H 0.72 2.78 -0.38
H 2.26 2.54 -1.24
H 3.55 0.87 -0.14
H 2.82 -0.27 -1.32
H 2.64 -0.40 1.75
H 3.42 -1.60 0.67
H 0.69 -1.30 2.54
H 1.45 -2.88 2.15
H -1.19 -2.83 2.26
H -0.47 -3.58 0.80
H -2.38 -1.54 -1.14
H -1.17 -2.93 -1.09
H -0.39 -1.21 -3.13
H 1.29 -0.59 -2.86
O -1.42 1.02 0.40
H -2.16 0.77 0.97
H -1.66 1.88 0.02
*
```

no.,F_max (eV Å⁻¹),calculated total energy (Eh)
1,1.2,-7913.45750
2,4.9,-1589.82177
3,2.9,-2242.70299
4,2.9,-1777.61674
5,5.8,-727.72977
6,4.3,-1540.63856